C4H9BrO2 in the gas phase. Source: OMol25; level of theory: ωB97M-V/def2-TZVPD.

XYZ file:
```
16
Properties=species:S:1:pos:R:3
Br -2.93922 1.08304 1.90173
O -4.48384 1.15341 1.38429
O -0.70253 0.88060 1.42479
C -0.21159 0.23902 0.38883
C 1.37245 0.44219 0.45203
C -0.42557 -1.25943 0.55840
C -0.55607 0.81469 -0.96124
H 0.08437 0.33688 -1.58859
H -1.46521 -1.63866 0.58888
H 1.88069 -0.40432 0.20106
H 1.65179 1.34049 -0.12806
H -0.44594 1.92907 -1.11486
H 1.63980 0.64865 1.50817
H 0.00612 -2.03707 -0.05308
H -1.54707 0.49519 -1.28032
H -0.15526 -1.63377 1.59364
```

LUMO (alpha / beta): 0.78 / -1.93 eV
Kohn-Sham gap (alpha / beta): 10.27 / 7.40 eV
Largest force on an atom: 0.0816 Eh/bohr
Multiplicity: 3

=====

A molecular structure, C25H59InO8PS. Source: OMol25; level of theory: ωB97M-V/def2-TZVPD.

XYZ file:
```
95
Properties=species:S:1:pos:R:3
In -2.99464 -0.08819 0.72736
S -2.04796 -2.07805 -0.54988
P -1.56534 1.90271 0.06619
O -7.20955 -4.60014 -0.03043
O 5.56184 5.98095 -1.07936
O 4.02996 5.24064 -3.60381
O 6.57794 -1.56426 0.79872
O 5.65276 1.02480 -0.52626
O -2.80671 -0.59834 2.78224
O 2.55856 4.92689 -0.94874
O 3.61499 -1.23649 -0.35968
C 3.92471 -0.47088 -1.51032
C -7.69371 -6.93635 0.32854
C -5.18371 0.21061 0.28672
C 1.26472 5.48262 -0.79808
C -0.09532 2.08646 1.25477
C -8.29359 -5.50116 0.11485
C 4.14104 6.51153 -2.97733
C 3.93877 4.08796 -2.76719
C -4.19588 -4.88155 5.00102
C 2.64246 3.95845 -1.98324
C 6.84896 5.44222 -0.86087
C 7.78622 -2.16235 0.38163
C -3.41930 -2.55177 4.19080
C 6.73804 -0.25060 1.31242
C -5.53906 -1.87335 -1.14313
C 2.32426 -0.96944 0.16482
C -2.85357 -2.01828 2.83872
C 5.36883 0.01210 -1.48655
C -7.01189 -2.36002 -0.94711
C -7.19905 -3.89719 -1.27083
C -0.85113 1.40537 -1.62685
C -3.06388 -4.08406 4.26154
C 5.61857 0.67186 0.85365
C -5.54606 -0.29530 -1.14943
C 5.45896 6.76394 -2.25673
H 5.73846 1.61685 1.39072
H 3.26065 0.39652 -1.60223
H 3.98930 3.23626 -3.45106
H 5.50505 7.81955 -1.96164
H -4.51918 -4.26657 5.86194
H -0.48170 2.54022 2.18062
H -0.42014 0.39069 -1.50700
H 0.68546 2.75143 0.84181
H -4.86861 0.10781 -1.92157
H 0.80436 5.70821 -1.76521
H -5.15863 -2.22295 -2.11978
H -8.50001 -7.66854 0.52633
H 3.29034 6.70730 -2.32501
H 7.28342 5.05148 -1.78729
H -1.84874 -2.45889 2.67425
H -7.65859 -1.80192 -1.64741
H -3.06937 -1.99484 5.07551
H 7.51141 6.19749 -0.42590
H 6.74992 4.61319 -0.16002
H -6.58931 0.01783 -1.37312
H -6.35032 -4.23137 -1.89574
H -6.97309 -6.88749 1.16354
H 5.57048 0.47685 -2.45645
H -5.83458 -0.24278 1.06246
H -5.36942 1.30713 0.34530
H 2.10681 0.10361 0.17265
H -8.13847 -3.97545 -1.84726
H 3.78031 -1.11317 -2.38759
H -3.57547 -2.34784 2.05457
H -1.16470 -2.61030 0.35025
H -3.07199 -4.43493 3.20759
H 4.07450 7.23776 -3.79303
H -5.03406 -5.02305 4.29740
H 4.80831 4.00911 -2.11634
H -8.85946 -5.20568 1.01677
H 6.71496 -0.31840 2.40690
H 1.56241 -1.50287 -0.41014
H 7.53616 -2.98794 -0.28532
H -2.05785 -4.26583 4.67663
H 0.62994 4.79770 -0.22810
H 2.61163 2.96767 -1.51378
H 0.30927 1.06932 1.42874
H 6.06375 -0.82301 -1.39892
H -8.95646 -5.57110 -0.76457
H -7.28240 -2.22046 0.11161
H 4.64028 0.28363 1.13294
H -4.52512 -2.52377 4.10417
H -0.04967 2.08578 -1.96327
H -4.94352 -2.21902 -0.28552
H -7.13600 -7.21104 -0.58695
H 2.30017 -1.32390 1.19569
H -3.77395 -5.84740 5.32896
H -1.69343 1.33609 -2.33597
H 8.41560 -1.45824 -0.17222
H 8.33384 -2.55797 1.24411
H 7.70053 0.17732 1.01133
H 1.79540 4.04187 -2.67224
H 1.36334 6.41769 -0.24488
H 6.28692 6.55905 -2.94551
```

LUMO: 2.31 eV
Kohn-Sham gap: 6.28 eV
Total charge: -1
Largest force on an atom: 0.0379 Eh/bohr

=====

4 unconnected molecules or ions with the total composition C4H15NO6. Source: OMol25; level of theory: ωB97M-V/def2-TZVPD.

XYZ file:
```
26
Properties=species:S:1:pos:R:3
O 1.81561 -1.59950 -0.23740
O -2.43243 -0.16518 0.75494
O 2.41137 -3.98185 1.09450
O 3.12303 1.63534 -0.07058
O -3.46861 0.46581 -1.66742
O -2.35297 2.05610 0.41997
N 0.43453 1.81231 1.20499
C -1.78824 1.00174 0.50106
C 0.50486 -1.29332 -0.75426
C -0.30834 0.66832 0.64894
C 0.25446 0.20637 -0.72522
H 1.15493 0.76311 -0.97062
H 1.60823 -4.42194 0.80634
H 0.23561 1.89121 2.19137
H -0.41179 0.41553 -1.56823
H 2.27040 -3.03237 0.90876
H 0.44107 -1.69849 -1.76578
H -3.86048 0.40148 -2.53894
H 2.18148 -0.80620 0.17237
H -0.20599 -1.88516 -0.17062
H 0.13775 2.61182 0.66032
H 3.58758 2.44584 -0.28298
H 2.25463 1.81190 0.32406
H -0.20382 -0.19856 1.29146
H -3.99137 0.97332 -1.04435
H -3.39149 -0.07767 0.81731
```

LUMO: 0.28 eV
Kohn-Sham gap: 10.63 eV
Structure (SMILES): N[C@H](CCO)C(=O)O.O.O.O
Largest force on an atom: 0.0466 Eh/bohr

=====

2 unconnected molecules or ions with the total composition C3H4FO2. Source: OMol25; level of theory: ωB97M-V/def2-TZVPD.

XYZ file:
```
10
Properties=species:S:1:pos:R:3
F 2.81054 -0.85499 0.44056
O -1.85128 -0.34759 0.48968
O 0.27413 0.65828 0.53782
C -3.08275 -0.37004 -0.04988
C -0.82563 0.26952 0.46143
C 3.23503 0.07287 -0.32490
H 4.22975 0.37173 -0.47141
H -3.87350 -1.04609 0.14838
H 2.32777 0.70759 -0.65559
H -3.24407 0.53872 -0.57607
```

LUMO (alpha / beta): -6.08 / -6.78 eV
Kohn-Sham gap (alpha / beta): 9.44 / 4.29 eV
Total charge: +1
Largest force on an atom: 0.1060 Eh/bohr

=====

3 unconnected molecules or ions with the total composition C4H8O3. Source: OMol25; level of theory: ωB97M-V/def2-TZVPD.

XYZ file:
```
15
Properties=species:S:1:pos:R:3
O 0.45952 0.57398 -2.08360
O -2.02933 -0.12053 -0.32668
O -1.64732 0.42421 -2.85184
C 0.32363 -0.32898 -0.08134
C -0.37828 0.66005 -2.97818
C 1.25926 -0.37108 2.48375
C -1.01357 -0.29207 0.36480
H 0.91002 0.66324 2.41760
H 1.08554 -0.92944 1.55310
H 1.06262 0.44731 0.01976
H -0.10938 0.95495 -4.00432
H -1.82741 0.19733 -1.87704
H 0.72182 -0.88995 3.27917
H -1.15254 -0.60155 1.42786
H 2.33540 -0.38747 2.65698
```

LUMO: -0.28 eV
Kohn-Sham gap: 9.06 eV
Largest force on an atom: 0.0121 Eh/bohr

=====

2 unconnected molecules or ions with the total composition H6N4O4. Source: OMol25; level of theory: ωB97M-V/def2-TZVPD.

XYZ file:
```
14
Properties=species:S:1:pos:R:3
O 1.51355 -0.91111 0.31872
O -3.00323 0.95746 -0.81887
O 1.40779 1.45163 0.06865
O 3.36075 0.45759 0.00439
N 0.19474 -0.96549 0.17386
N 2.07511 0.43592 -0.03438
N -3.15775 0.23947 0.45032
N 4.09092 -0.60160 -0.15928
H -3.08413 -0.78831 0.16340
H -4.05027 0.38798 0.74612
H -0.12856 -0.00817 0.52343
H 3.71357 -1.53208 0.04119
H 0.13406 -1.05665 -0.92863
H -3.06655 1.93336 -0.54892
```

LUMO (alpha / beta): 0.11 / -0.28 eV
Kohn-Sham gap (alpha / beta): 9.72 / 8.29 eV
Largest force on an atom: 0.0888 Eh/bohr